Density functional theory data (the ωB97M-V functional and the def2-TZVPD basis) for C2H2N4 in the gas phase in a non-equilibrium geometry.

* calculated total energy: -8062.3277 eV
* charge: 0

Atoms and positions in Å:
C (0.84134, 0.40994, -0.11128)
C (-0.50194, 0.70096, 0.09226)
H (1.28869, 1.33200, -0.06828)
H (-0.96897, 1.67883, 0.23084)
N (-1.38144, -0.28355, -0.13030)
N (-0.98304, -1.42495, -0.03492)
N (0.38632, -1.64145, 0.07624)
N (1.31905, -0.77176, -0.05457)



Density functional theory data (the ωB97M-V functional and the def2-TZVPD basis) for 3 unconnected molecules or ions with the total composition C3H13NO2 in a non-equilibrium geometry.

* calculated total energy: -8906.0384 eV
* charge: 0

Atoms and positions in Å:
C (0.98455, -1.97894, -0.68448)
N (0.45961, -0.62842, -0.51980)
C (1.39762, 0.19357, 0.25400)
C (0.13362, 0.03102, -1.76955)
H (0.45975, -2.64575, 0.00616)
H (2.06062, -2.04157, -0.54139)
H (0.83230, -2.33024, -1.71287)
H (0.94559, 1.17508, 0.39534)
H (1.52086, -0.23705, 1.25256)
H (2.36603, 0.29161, -0.23477)
H (0.91782, 0.19760, -2.52774)
H (-0.30970, 0.98997, -1.52447)
H (-0.63408, -0.56089, -2.27616)
H (-3.64616, 0.59933, 0.00243)
H (-3.38642, -0.38586, 1.16903)
O (-4.07042, 0.14079, 0.73851)
H (-0.09144, 2.28180, 1.84460)
H (-0.11103, 2.20698, 3.45702)
O (0.17088, 2.70099, 2.67157)



Density functional theory data (the ωB97M-V functional and the def2-TZVPD basis) for C5H7NO in the gas phase in a non-equilibrium geometry.

* calculated total energy: -8834.7147 eV
* charge: 0

Atoms and positions in Å:
C (-1.95969, 0.63794, -0.20345)
C (-0.52789, 0.22165, 0.01686)
C (0.53011, 1.04230, 0.20046)
N (1.70694, 0.31837, 0.28501)
C (1.45803, -1.07279, 0.37134)
O (2.24942, -1.94152, 0.67288)
C (0.05221, -1.13055, -0.10259)
H (-2.16261, 0.81472, -1.26723)
H (-2.18142, 1.57064, 0.33073)
H (-2.68108, -0.11041, 0.14555)
H (0.55280, 2.12621, 0.19763)
H (2.61812, 0.70598, 0.45148)
H (-0.57533, -2.02296, -0.06418)
H (0.92039, -1.15959, -1.03449)



Density functional theory data (the ωB97M-V functional and the def2-TZVPD basis) for a molecular structure, C3H7N3S2 in a non-equilibrium geometry.

* calculated total energy: -29360.9384 eV
* charge: 0

Atoms and positions in Å:
C (0.92890, 0.77532, 1.67590)
C (0.63277, -0.44471, 0.97314)
C (-1.11386, 0.90255, -0.33040)
H (0.07902, 1.72856, 1.80171)
H (1.91800, 1.22053, 0.87982)
H (1.21184, 0.46578, 2.75273)
H (-1.14311, -2.49230, -0.83993)
H (-2.23705, 0.76019, -0.26619)
H (-0.87206, 3.93020, -1.16198)
H (-2.08635, 3.00944, -1.32060)
N (-0.25439, -0.15401, -0.16940)
N (-0.54557, 2.07979, -0.47745)
N (-1.28433, 3.21060, -0.67633)
S (1.47870, -1.90068, 1.02029)
S (-0.53915, -1.34782, -1.42624)



Density functional theory data (the ωB97M-V functional and the def2-TZVPD basis) for C12H8BrN5S2 in the gas phase in a non-equilibrium geometry.

* calculated total energy: -111733.8107 eV
* charge: 0

Atoms and positions in Å:
S (2.88978, 4.12723, 1.04214)
Br (5.65893, -4.06992, 0.66239)
N (-0.96352, 3.77901, 0.48567)
N (1.38359, 1.14799, 0.71308)
N (-1.68118, -0.70010, -1.33487)
S (4.82181, -0.80686, 1.02192)
C (1.27950, 3.64717, 0.89519)
C (-0.57441, 2.44636, 0.33233)
C (4.52397, -2.49768, 0.98177)
C (3.18485, -2.74318, 1.19784)
C (2.40098, -1.53580, 1.21946)
C (3.10141, -0.37720, 1.23100)
C (2.51524, 0.98186, 1.36914)
C (-2.91535, -0.85752, -0.70712)
C (-0.97972, 0.41087, -0.95916)
C (-3.30913, 0.05450, 0.28322)
C (-2.62476, 1.20296, 0.60429)
C (-1.40781, 1.33898, 0.03664)
N (0.17988, 4.49044, 0.78376)
N (0.77894, 2.38008, 0.59583)
H (2.78946, -3.78016, 1.31977)
H (1.38352, -1.68064, 1.35444)
H (3.15917, 1.71290, 1.78065)
H (-3.42780, -1.71756, -0.82034)
H (-0.14133, 0.61760, -1.61020)
H (-4.33910, -0.14864, 0.65138)
H (-3.07975, 1.94275, 1.25063)
H (0.20978, 5.45152, 0.43610)



Density functional theory data (the ωB97M-V functional and the def2-TZVPD basis) for 2 unconnected molecules or ions with the total composition C2H3NO3 in a non-equilibrium geometry.

* calculated total energy: -9748.0280 eV
* spin multiplicity: 3
* charge: 0
* ⟨S²⟩: 2.01

Atoms and positions in Å:
C (2.27572, 0.12418, 0.18087)
C (-0.74774, 0.12273, 0.05869)
N (-0.22573, -0.80003, -0.65374)
O (-0.82796, 1.44659, -0.11777)
O (-1.55164, -0.36830, 0.96312)
O (2.46601, -0.52623, 1.08960)
H (-0.39564, 1.76855, -0.88496)
H (-1.36806, -1.29959, 0.74637)
H (0.37503, -0.46790, -1.38218)



Energy relative to the best compared isomer or geometry (same formula, charge and spin)? In order: 87.7 32.0 34.3 108.1 0.0 100.5 kcal per mole.